{
  "formula": "C4H7O4",
  "method": "ωB97M-V/def2-TZVPD",
  "elements": ["C", "C", "C", "C", "O", "O", "O", "O", "H", "H", "H", "H", "H", "H", "H"],
  "positions_angstrom": [[-1.227, 1.005, -0.977], [-2.352, 0.677, -0.104], [1.432, -1.617, 1.235], [1.146, 0.220, -0.490], [-0.134, 0.128, -0.366], [-0.936, 1.730, -1.836], [1.682, 1.124, -1.189], [1.891, -0.624, 0.168], [-2.459, -0.451, -0.006], [-2.405, 1.154, 0.929], [-3.322, 0.947, -0.632], [0.254, -1.614, 1.185], [1.858, -1.255, 2.154], [1.853, -2.686, 1.026], [2.719, 1.261, -1.097]],
  "nbo_charge": [0.833, -0.779, -0.259, 1.089, -0.552, -0.403, -0.592, -0.473, 0.277, 0.302, 0.283, 0.227, 0.228, 0.251, 0.569],
  "total_charge": 1,
  "mol_weight_g_mol": 119.10,
  "de_lowest_kcal_mol": 0.00,
  "homo_lumo_gap_ev": 12.4,
  "lumo_energy_ev": -3.778
}